30
Properties=species:S:1:pos:R:3 method="wB97M-V/def2-TZVPD" e_homo_ev=-11.570 orbital_gap_ev=6.66 total_charge=+1 energy_ev=-17240.391 lumo_ev=-4.9076
C 5.700 -2.011 0.285
C 4.951 -1.299 -0.695
C 3.395 -1.397 -0.541
C 2.546 -0.308 -0.005
C 1.108 -0.589 0.084
N 0.616 -1.822 -0.294
C 1.383 -2.854 -0.782
C 2.816 -2.709 -0.948
H 6.172 -3.002 0.079
H 5.729 -1.533 1.304
H 5.403 -0.697 -1.520
H 2.987 0.669 0.316
H 0.430 0.213 0.462
H -0.392 -1.988 -0.208
H 0.915 -3.827 -1.064
H 3.490 -3.512 -1.335
O -1.599 2.632 2.364
C -2.446 2.464 1.524
O -3.155 1.318 1.504
C -4.294 1.091 0.662
C -3.875 0.625 -0.717
C -2.665 3.482 0.435
H -4.937 1.973 0.630
H -4.876 0.305 1.145
H -3.273 1.378 -1.230
H -4.748 0.405 -1.331
H -3.259 -0.275 -0.642
H -1.924 3.330 -0.351
H -2.536 4.476 0.863
H -3.663 3.461 0.004

***

30
Properties=species:S:1:pos:R:3 method="wB97M-V/def2-TZVPD" e_homo_ev="-5.017 / -9.216" orbital_gap_ev="5.56 / 7.10" spin_multiplicity=3 total_charge=0 energy_ev=-24488.442 lumo_ev="0.5455 / -2.1141" s_squared=2.03
C -2.527 -1.740 -2.687
C -2.338 -2.876 -1.906
C -1.781 -0.618 -2.479
C -1.417 -2.945 -0.872
C -0.840 -0.544 -1.481
C -0.592 -1.877 -0.548
C 1.049 0.260 -0.048
C 1.844 2.615 0.494
C 1.674 0.805 2.181
C -0.493 1.760 1.335
C 0.960 1.344 0.971
N 0.074 0.460 -1.109
O 1.685 -2.320 0.917
P 0.600 -1.379 0.680
H -3.400 -1.787 -3.310
H -2.957 -3.729 -2.024
H -1.975 0.375 -3.026
H -1.427 -3.818 -0.124
H 2.117 0.198 -0.497
H 2.158 3.222 1.373
H 1.371 3.196 -0.326
H 2.738 2.100 0.224
H 1.517 1.432 3.131
H 1.268 -0.142 2.584
H 2.808 0.543 2.052
H -0.861 0.791 1.765
H -0.866 2.208 0.454
H -0.359 2.472 2.107
H 0.127 1.326 -1.657
H -0.156 -1.331 1.824

***

28
Properties=species:S:1:pos:R:3 method="wB97M-V/def2-TZVPD" e_homo_ev=-9.120 orbital_gap_ev=10.03 total_charge=0 energy_ev=-13714.143 lumo_ev=0.9145
C 1.437 -1.175 3.914
C 1.724 -0.916 2.440
C 0.467 -1.055 1.586
C 0.760 -0.845 0.104
C -0.496 -0.976 -0.784
O -0.249 -2.017 -1.710
C -0.813 0.341 -1.458
C -0.393 0.597 -2.756
C -0.670 1.812 -3.356
C -1.363 2.789 -2.661
C -1.776 2.544 -1.362
C -1.506 1.326 -0.765
H 1.062 -2.185 4.058
H 2.340 -1.056 4.507
H 0.689 -0.477 4.286
H 2.131 0.090 2.320
H 2.478 -1.623 2.087
H -0.274 -0.324 1.918
H 0.042 -2.051 1.730
H 1.213 0.137 -0.045
H 1.470 -1.599 -0.241
H -1.355 -1.256 -0.150
H -1.004 -2.094 -2.302
H 0.158 -0.161 -3.292
H -0.344 1.998 -4.369
H -1.581 3.738 -3.130
H -2.314 3.304 -0.813
H -1.834 1.135 0.247

***

38
Properties=species:S:1:pos:R:3 method="wB97M-V/def2-TZVPD" e_homo_ev="-4.971 / -8.803" orbital_gap_ev="5.07 / 8.90" spin_multiplicity=3 total_charge=0 energy_ev=-46579.807 lumo_ev="0.0985 / 0.0974" s_squared=2.03
H -0.340 3.364 1.768
N -0.171 2.060 0.104
B 0.427 0.778 -2.012
N 0.521 2.022 -1.056
C 1.319 3.109 -1.077
Ti -0.779 -1.286 0.529
H 1.993 3.267 -1.901
C 1.094 3.845 0.089
H 1.549 4.780 0.356
C 0.125 3.160 0.814
H 0.770 1.067 -3.116
C -0.959 -3.287 0.787
H -1.232 -3.364 1.857
H 0.024 -3.752 0.618
H -1.734 -3.768 0.175
N -1.006 0.143 -2.010
N 1.373 -0.288 -1.381
N -1.525 -0.425 -0.851
N 1.021 -0.935 -0.213
C -1.831 -0.125 -3.027
C 2.589 -0.708 -1.767
H -1.582 0.195 -4.034
H 3.027 -0.322 -2.679
C -2.944 -0.827 -2.548
C 3.059 -1.631 -0.826
C -2.748 -1.002 -1.186
C 2.058 -1.765 0.133
H -3.783 -1.168 -3.129
H 3.995 -2.159 -0.866
H -3.379 -1.441 -0.425
H 1.973 -2.404 1.000
H -0.839 1.327 0.337
B -0.215 0.407 4.752
C -0.599 0.011 3.341
N -0.857 -0.329 2.238
H 0.870 -0.111 4.962
H -1.087 -0.063 5.460
H -0.176 1.624 4.784

***

38
Properties=species:S:1:pos:R:3 method="wB97M-V/def2-TZVPD" e_homo_ev=-4.822 orbital_gap_ev=6.56 total_charge=-1 energy_ev=-72244.459 lumo_ev=1.7370
C 3.912 1.159 -0.234
C 2.736 0.222 0.050
O 1.574 0.978 0.428
C 2.432 -0.678 -1.134
N 1.466 -1.727 -0.854
C 0.095 -1.495 -1.348
C -0.961 -1.893 -0.314
O -2.030 -2.622 -0.825
B -2.892 -1.883 -1.767
F -3.855 -2.826 -2.262
C -3.700 -0.680 -0.999
C -4.485 -0.904 0.141
C -5.144 0.130 0.789
N -5.085 1.408 0.389
C -4.352 1.633 -0.696
C -3.657 0.659 -1.408
H 3.754 2.102 0.275
H 4.828 0.724 0.163
H 4.029 1.361 -1.297
H 2.956 -0.375 0.933
H 1.174 1.326 -0.374
H 2.088 -0.063 -1.967
H 3.380 -1.123 -1.456
H 1.459 -1.930 0.134
H -0.024 -0.434 -1.585
H -0.058 -2.052 -2.267
H -0.464 -2.523 0.435
H -1.313 -1.005 0.226
H -2.283 -1.398 -2.726
H -4.577 -1.912 0.525
H -5.734 -0.076 1.672
H -4.296 2.663 -1.032
H -3.080 0.929 -2.283
C 4.414 2.458 4.130
Cl 3.166 1.891 3.032
Cl 4.152 1.783 5.745
Cl 6.003 1.948 3.537
Cl 4.370 4.224 4.223

***

53
Properties=species:S:1:pos:R:3 method="wB97M-V/def2-TZVPD" e_homo_ev=-13.519 orbital_gap_ev=4.84 total_charge=+2 energy_ev=-330324.863 lumo_ev=-8.6753
Tc 1.426 -0.734 -1.397
N 0.837 1.400 -1.034
C 1.161 1.878 0.322
C -0.017 2.649 0.934
C 0.340 3.507 2.154
C -0.750 3.417 3.217
N -0.823 2.047 3.728
C -1.926 1.325 3.889
N -1.821 0.008 4.084
N -3.132 1.884 3.858
C 1.540 0.651 1.128
O 1.461 0.507 2.307
O 2.018 -0.349 0.324
H 1.231 2.003 -1.752
H -0.183 1.449 -1.156
H 2.063 2.499 0.301
H -0.786 1.924 1.196
H -0.439 3.269 0.142
H 0.458 4.556 1.881
H 1.292 3.192 2.590
H -1.709 3.677 2.767
H -0.550 4.113 4.032
H 0.050 1.536 3.724
H -0.925 -0.446 4.040
H -2.626 -0.557 4.293
H -3.246 2.882 3.839
H -3.964 1.328 3.966
Se -0.841 -2.456 -6.998
Sb 0.609 -4.538 -6.416
Se -1.467 -1.530 -4.991
Se 0.148 0.090 -4.612
Se 0.878 -4.320 -4.119
N -3.755 -1.562 1.550
C -2.887 -1.973 0.919
N -1.874 -2.512 0.268
C -0.879 -2.182 -0.321
N 0.186 -2.076 -0.905
F -3.000 1.005 -3.953
Te -2.433 0.273 -2.299
F -3.778 -1.083 -2.636
F -3.837 1.194 -1.537
F -1.450 2.001 -2.269
F -1.830 0.343 -0.262
O 1.025 -0.457 -3.095
I 6.645 -3.877 -1.847
C 4.680 -3.400 -1.495
C 3.710 -4.198 -0.896
N 2.573 -3.508 -0.873
N 2.731 -2.298 -1.437
C 4.022 -2.223 -1.810
H 3.776 -5.196 -0.495
H 1.660 -3.783 -0.542
H 4.408 -1.346 -2.304

***

34
Properties=species:S:1:pos:R:3 method="wB97M-V/def2-TZVPD" e_homo_ev=-6.421 orbital_gap_ev=5.06 total_charge=0 energy_ev=-23519.882 lumo_ev=-1.3627
N -0.762 4.562 1.461
C -0.673 3.531 0.420
C -1.874 2.603 0.453
C -2.004 1.663 -0.751
C -0.705 1.120 -1.352
C -0.089 -0.135 -0.760
C 0.967 -0.760 -1.460
C 1.424 -0.168 -2.770
O 0.996 -0.566 -3.805
O 2.337 0.815 -2.691
C 1.618 -1.895 -0.982
C 1.162 -2.419 0.207
N 0.173 -1.846 0.872
C -0.433 -0.740 0.434
F -1.369 -0.280 1.234
H -0.531 4.133 2.351
H -0.005 5.221 1.313
H -0.539 3.998 -0.557
H 0.232 2.922 0.575
H -2.758 3.243 0.459
H -1.888 2.086 1.413
H -2.642 0.830 -0.460
H -2.545 2.168 -1.550
H -0.910 0.878 -2.396
H 0.078 1.877 -1.394
H 2.372 1.156 -1.787
H 2.441 -2.331 -1.524
H 1.582 -3.314 0.669
H -0.087 -2.326 1.761
C 0.890 -5.188 2.132
O 1.140 -3.962 2.662
H 1.786 -5.737 1.746
H 0.429 -5.926 2.827
H 0.186 -5.216 1.251